A molecular structure, C9H18NO8PPd. Source: the OMol25 dataset; level of theory: ωB97M-V/def2-TZVPD.

Output
- E (Eh) = -1479.77601
- total charge = -2
- relative energy (zero: lowest compared OMol25 entry of this formula, charge and spin) (kJ/mol) = 0.96
- HOMO level (eV) = -1.14
- lowest unoccupied orbital energy (eV) = 5.49

Each line ends with the Mulliken charge.
Geometry (Å):
1 Pd 0.0285 -0.3072 0.5496  -0.489
2 O -0.6698 2.6743 -0.2785  -0.466
3 C -1.0784 2.2664 -1.5716  -0.535
4 C -2.0698 1.1136 -1.5566  -0.873
5 N -1.4788 -0.2084 -1.3565  1.233
6 C -2.5483 -1.1293 -0.9545  -0.670
7 C -3.0333 -0.9109 0.4913  0.369
8 O -4.2160 -1.2051 0.7394  -0.811
9 O -2.1605 -0.4910 1.3009  -0.634
10 C -0.8432 -0.6791 -2.5894  -0.753
11 C -0.0654 -2.0228 -2.5219  0.348
12 O 0.3115 -2.4273 -3.6438  -0.809
13 O 0.1076 -2.5442 -1.4004  -0.694
14 H -0.4535 1.8552 0.2261  0.197
15 H -0.2069 2.0173 -2.1899  0.209
16 H -1.5655 3.1356 -2.0255  0.344
17 H -2.6533 1.1216 -2.4969  0.305
18 H -2.7658 1.3020 -0.7356  0.386
19 H -2.1518 -2.1430 -1.0088  0.405
20 H -3.4073 -1.0461 -1.6374  0.218
21 H -0.1142 0.0605 -2.9235  0.167
22 H -1.5966 -0.7738 -3.3896  0.260
23 C 2.6769 2.3986 0.8057  -0.567
24 O 3.1020 1.0632 0.9873  -0.448
25 P 1.9236 -0.0028 1.4234  1.241
26 O 1.9573 0.4595 3.0233  -0.443
27 C 0.8243 0.1506 3.8166  -0.502
28 O 2.9504 -1.2705 1.4916  -0.443
29 C 2.5327 -2.4930 0.8789  -0.374
30 H 3.5089 2.9483 0.3604  0.248
31 H 2.4232 2.8626 1.7650  0.236
32 H 1.8037 2.4573 0.1482  0.203
33 H 0.6956 0.9561 4.5444  0.225
34 H 0.9807 -0.7898 4.3555  0.221
35 H -0.0789 0.0632 3.2033  0.152
36 H 2.1108 -3.1596 1.6356  0.213
37 H 3.4211 -2.9616 0.4495  0.223
38 H 1.7982 -2.3402 0.0846  0.110

***

A single C6H7Cl molecule at a distorted geometry. Source: the OMol25 dataset; level of theory: ωB97M-V/def2-TZVPD.

Output
- E (Eh) = -692.85262
- total charge = 0
- relative energy (zero: lowest compared OMol25 entry of this formula, charge and spin) (kJ/mol) = 345.47
- HOMO level (spin up / spin down) (eV) = -8.14 / -7.51
- lowest unoccupied orbital energy (spin up / spin down) (eV) = 0.28 / -0.27

Each line ends with the Mulliken charge.
Geometry (Å):
1 C 0.4853 -1.2066 0.4889  -1.204
2 C 0.3296 0.0782 -0.2400  0.444
3 C 0.1788 1.4247 0.5347  -0.452
4 C -1.1174 1.6858 0.4941  -0.625
5 C -1.7353 0.7439 -0.4709  0.235
6 Cl -2.6240 -0.6347 0.2270  -0.221
7 C -0.6200 0.1280 -1.3606  -0.701
8 H -0.2721 -1.9394 0.2442  0.334
9 H 0.4734 -1.1035 1.5397  0.382
10 H 1.4662 -1.7945 0.2612  0.288
11 H 1.0415 1.8769 0.9260  0.457
12 H -1.6456 2.4795 0.9611  0.459
13 H -0.4461 0.8672 -2.1330  0.255
14 H -0.8239 -0.8538 -1.7813  0.349

***

A single C12H26N2O3 molecule. Source: the OMol25 dataset; level of theory: ωB97M-V/def2-TZVPD.

Output
- E (Eh) = -807.90729
- total charge = 0
- relative energy (zero: lowest compared OMol25 entry of this formula, charge and spin) (kJ/mol) = 390.86
- HOMO level (eV) = -8.61
- lowest unoccupied orbital energy (eV) = -0.12

Each line ends with the Mulliken charge.
Geometry (Å):
1 C -2.3415 -1.2756 2.9157  -1.029
2 C -1.1891 -0.6687 3.7036  -0.548
3 C -0.7346 0.6883 3.1723  -0.764
4 C -0.2041 0.6180 1.7333  -0.394
5 C 0.7635 1.7501 1.3528  -0.459
6 C 2.0396 1.2739 0.6314  -0.766
7 C 2.2078 1.7660 -0.8095  -1.278
8 C 1.2287 1.1688 -1.8218  0.522
9 C 1.3500 -0.3705 -1.8324  -1.136
10 O 0.2157 -0.9776 -1.2500  -0.202
11 C 0.3464 -2.3603 -1.0297  -0.625
12 C -0.6812 -3.1325 -1.8287  -0.398
13 O -0.5520 -2.7461 -3.1968  -0.207
14 N -1.4102 -3.5656 -4.0084  0.186
15 O -2.3770 -3.0007 -4.2966  -0.254
16 N -0.1647 1.5583 -1.5674  -0.223
17 C -0.4295 2.9848 -1.7961  -1.068
18 H -2.1408 -1.2863 1.8445  0.185
19 H -3.2685 -0.7236 3.0732  0.321
20 H -2.5182 -2.3072 3.2209  0.345
21 H -0.3357 -1.3534 3.6918  0.307
22 H -1.4795 -0.5730 4.7519  0.362
23 H -1.5900 1.3698 3.2157  0.296
24 H 0.0300 1.1092 3.8276  0.402
25 H 0.2722 -0.3556 1.5996  0.072
26 H -1.0514 0.6472 1.0500  0.301
27 H 1.0602 2.2675 2.2678  0.596
28 H 0.2395 2.4785 0.7421  0.201
29 H 2.1009 0.1851 0.6571  0.299
30 H 2.9074 1.6265 1.1927  0.402
31 H 3.2118 1.5013 -1.1532  0.423
32 H 2.1803 2.8564 -0.8114  0.391
33 H 1.5305 1.4921 -2.8281  0.279
34 H 1.4598 -0.7239 -2.8638  0.319
35 H 2.2522 -0.6780 -1.2957  0.462
36 H 0.1568 -2.5519 0.0297  0.260
37 H 1.3422 -2.7193 -1.2967  0.427
38 H -1.6938 -2.9379 -1.4696  0.347
39 H -0.4716 -4.2029 -1.7269  0.375
40 H -0.7325 1.0481 -2.2303  0.278
41 H -1.1370 3.3574 -1.0542  0.309
42 H -0.8638 3.1753 -2.7810  0.362
43 H 0.4714 3.5879 -1.7252  0.321

***

2 unconnected molecules or ions with the total composition C3H8N5S at a distorted geometry. Source: the OMol25 dataset; level of theory: ωB97M-V/def2-TZVPD.

Output
- E (Eh) = -790.68433
- total charge = +1
- relative energy (zero: lowest compared OMol25 entry of this formula, charge and spin) (kJ/mol) = 349.26
- HOMO level (eV) = -13.23
- lowest unoccupied orbital energy (eV) = -5.87

Each line ends with the Mulliken charge.
Geometry (Å):
1 C 0.6006 -0.5047 0.2756  0.456
2 C 0.3426 0.7810 -0.4982  -0.350
3 C 1.3732 1.7861 -0.1240  0.120
4 N 1.7796 -1.0185 0.4577  -0.359
5 N 2.4322 1.5644 0.4503  -0.390
6 N 2.8534 -0.3124 0.2755  0.140
7 N -0.3703 -1.2162 0.7893  -0.206
8 N -2.8662 -0.6406 -0.1727  -0.944
9 S 4.3566 -0.4942 -0.0956  0.134
10 H 0.4277 0.5241 -1.5357  0.363
11 H -0.7087 1.0056 -0.3527  0.168
12 H 0.9870 2.7620 -0.3852  0.380
13 H -1.3193 -1.1902 0.4699  0.391
14 H -0.1103 -2.0921 1.1834  0.270
15 H -3.7612 -1.0141 -0.6056  0.283
16 H -2.7015 0.1889 -0.7885  0.247
17 H -3.3154 -0.1290 0.6565  0.298

***

4 unconnected molecules or ions with the total composition C4H16N2O2 at a distorted geometry. Source: the OMol25 dataset; level of theory: ωB97M-V/def2-TZVPD.

Output
- E (Eh) = -421.65668
- total charge = 0
- relative energy (zero: lowest compared OMol25 entry of this formula, charge and spin) (kJ/mol) = 878.86
- HOMO level (eV) = -8.56
- lowest unoccupied orbital energy (eV) = -4.56

Each line ends with the Mulliken charge.
Geometry (Å):
1 C -2.3300 1.0562 0.5552  -0.358
2 N -2.9925 -0.2214 0.5085  -0.491
3 C 2.5457 -0.2697 0.9067  -1.013
4 C 1.3575 -1.0221 0.3659  -0.140
5 N 1.2135 -0.9952 -1.0926  -0.215
6 C 1.0040 0.3323 -1.5828  -0.505
7 H -2.6234 1.6359 1.4364  0.302
8 H -1.2663 0.9938 0.7859  0.019
9 H -2.4745 1.7144 -0.2972  0.225
10 H -2.4988 -1.0157 0.0753  0.350
11 H 2.2847 0.7401 0.4778  0.214
12 H 2.5169 -0.1221 1.9859  0.345
13 H 0.4420 -0.5197 0.7558  0.113
14 H 1.2828 -2.1079 0.4891  0.450
15 H 0.2606 -1.4840 -1.2454  0.444
16 H 1.7932 1.1155 -1.5794  0.298
17 H 0.2372 0.7802 -0.8662  0.054
18 H 0.7896 0.2657 -2.6543  0.351
19 H -3.8716 -0.0700 0.0266  0.258
20 H -1.4536 -2.3447 -1.5636  0.226
21 O -1.1397 -1.8437 -0.7865  -0.786
22 H 3.4463 -0.5979 0.3627  0.310
23 H 0.8457 2.1181 1.9231  0.202
24 O 0.6309 1.8619 1.0132  -0.654

***

A molecular structure, C2H5N3O at a distorted geometry. Source: the OMol25 dataset; level of theory: ωB97M-V/def2-TZVPD.

Output
- E (Eh) = -318.57040
- total charge = 0
- relative energy (zero: lowest compared OMol25 entry of this formula, charge and spin) (kJ/mol) = 472.81
- HOMO level (eV) = -8.05
- lowest unoccupied orbital energy (eV) = 0.31

Each line ends with the Mulliken charge.
Geometry (Å):
1 C -0.3278 0.1270 0.0317  0.671
2 N -1.6495 0.0714 0.3722  -0.425
3 C 0.3906 -1.2156 -0.1240  -0.191
4 O 1.8653 1.1412 -0.4914  -0.595
5 N 1.5847 -1.3161 -0.4625  -0.799
6 N 0.3504 1.1945 -0.1372  -0.050
7 H 2.1610 -0.1794 -0.6399  0.504
8 H -2.1206 0.9176 0.6484  0.213
9 H -2.0132 -0.8046 0.7104  0.210
10 H -0.0252 2.1400 -0.0760  0.197
11 H -0.2157 -2.0761 0.1682  0.265

***

3 unconnected molecules or ions with the total composition C4H14O3S at a distorted geometry. Source: the OMol25 dataset; level of theory: ωB97M-V/def2-TZVPD.

Output
- multiplicity = 2
- E (Eh) = -784.36074
- total charge = +1
- relative energy (zero: lowest compared OMol25 entry of this formula, charge and spin) (kJ/mol) = 32.23
- HOMO level (spin up / spin down) (eV) = -13.74 / -13.74
- lowest unoccupied orbital energy (spin up / spin down) (eV) = -3.87 / -8.91

Each line ends with the Mulliken spin population.
Geometry (Å):
1 C 1.7596 -0.5075 -0.3995  -0.001
2 O 1.6808 -1.9226 -0.2404  0.000
3 C 0.5445 0.0891 0.2360  0.003
4 C 0.7357 1.6247 0.3322  0.050
5 C -0.5934 2.2672 0.6383  -0.059
6 S -0.7303 3.8792 -0.3144  0.968
7 H 2.6925 -0.1883 0.0724  0.000
8 H 1.7925 -0.2258 -1.4594  0.000
9 H 2.3876 -2.3742 -0.7000  0.000
10 H 0.4506 -0.3834 1.2122  0.000
11 H -0.3629 -0.0504 -0.3462  0.003
12 H 1.2249 1.9622 -0.5893  -0.018
13 H 1.5489 1.8712 1.0242  -0.005
14 H -1.4285 1.5634 0.5623  -0.004
15 H -0.6121 2.6698 1.6600  0.073
16 H -2.0795 4.0383 -0.4385  -0.011
17 H -1.9645 -1.7028 -0.0995  0.000
18 H -3.2007 -1.3059 0.6939  0.000
19 O -2.3180 -0.9953 0.4785  0.000
20 H 0.0092 -2.8702 -0.4740  0.000
21 H -0.6898 -4.1206 -1.1674  0.000
22 O -0.8471 -3.3182 -0.6815  0.000

***

A molecular structure, C4H7NO at a distorted geometry. Source: the OMol25 dataset; level of theory: ωB97M-V/def2-TZVPD.

Output
- E (Eh) = -286.51945
- total charge = 0
- relative energy (zero: lowest compared OMol25 entry of this formula, charge and spin) (kJ/mol) = 294.57
- HOMO level (eV) = -9.67
- lowest unoccupied orbital energy (eV) = 1.02

Each line ends with the Mulliken charge.
Geometry (Å):
1 C 1.7677 0.0362 0.3589  -1.182
2 C 0.5090 0.0621 -0.4701  0.170
3 C -1.1024 -0.8775 -0.0016  -0.541
4 N -1.6804 0.1934 -0.8153  -0.492
5 C -0.6228 0.9012 -0.1425  0.510
6 O -0.7044 1.7112 0.7486  -0.630
7 H 2.3931 0.9396 0.2705  0.306
8 H 1.4977 -0.0766 1.4071  0.285
9 H 2.3957 -0.8018 0.0366  0.340
10 H 0.7269 0.0875 -1.5577  0.335
11 H -1.5305 -0.8346 1.0345  0.278
12 H -1.0671 -1.9007 -0.3453  0.328
13 H -2.5827 0.5600 -0.5238  0.295